Here is a cluster of 2 separate species, C2H5F2PS in total in a non-equilibrium geometry from OMol25. Energies are from the ωB97M-V functional and the def2-TZVPD basis.

Calculated values
- Orbital gap: 9.379 eV

CARTESIAN COORDINATES (ANGSTROEM)
1 H 1.546 -0.918 -0.036
2 H -0.609 -0.442 1.419
3 H -1.630 -0.644 -0.232
4 C -0.539 -0.492 0.204
5 H 0.541 -2.238 -0.364
6 F 1.172 1.332 1.721
7 P -0.291 1.372 -0.015
8 F -1.624 1.895 0.793
9 H 0.615 -1.110 -1.471
10 C 0.594 -1.170 -0.461
11 S 0.226 2.415 -1.558

Here is the ion C2H5F3N3 with charge +1 in a non-equilibrium geometry from OMol25. Energies are from the ωB97M-V functional and the def2-TZVPD basis.

Calculated values
- Charge: +1
- SMILES: NC(N)=[NH+]C(F)(F)F
- Orbital gap: 11.176 eV

CARTESIAN COORDINATES (ANGSTROEM)
1 C -0.251 -0.620 0.268
2 H 1.126 -2.113 0.523
3 C 0.643 1.268 -0.911
4 F 1.239 1.540 -2.041
5 N 0.151 -1.851 0.586
6 F -0.339 2.162 -0.717
7 H -1.607 0.763 0.767
8 N 0.169 -0.102 -0.952
9 H -0.587 0.300 2.037
10 N -1.011 0.038 1.153
11 H -0.496 -0.234 -1.713
12 H -0.537 -2.524 0.893
13 F 1.500 1.373 0.106

Here is a structure of composition C2H5FMgO2 from OMol25. Energies are from the ωB97M-V functional and the def2-TZVPD basis.

Calculated values
- Orbital gap: 9.489 eV

CARTESIAN COORDINATES (ANGSTROEM)
1 H -1.063 0.919 3.097
2 C -1.484 1.024 0.267
3 O -0.331 1.072 -0.444
4 O -1.345 0.004 1.269
5 H -2.036 -0.581 3.098
6 H -2.745 0.947 2.476
7 H -1.697 1.984 0.784
8 C -1.823 0.344 2.547
9 F 2.710 -0.656 0.646
10 H -2.352 0.708 -0.343
11 Mg 1.114 0.016 0.122

Here is an isolated molecule of C2H5FN2 in a non-equilibrium geometry from OMol25. Energies are from the ωB97M-V functional and the def2-TZVPD basis.

Calculated values
- SMILES: N/N=C\CF
- Orbital gap: 10.184 eV

CARTESIAN COORDINATES (ANGSTROEM)
1 H -2.159 -1.576 -0.342
2 H 1.565 0.473 1.336
3 N -1.375 0.296 -0.356
4 N -1.475 -0.988 0.245
5 C 1.121 0.271 0.156
6 H -0.392 -1.340 0.039
7 F 1.327 -1.054 -0.331
8 C -0.314 1.016 -0.160
9 H 1.901 0.774 -0.486
10 H -0.199 2.127 -0.100

Here is a cluster of 2 separate species, C2H5FO in total in a non-equilibrium geometry from OMol25. Energies are from the ωB97M-V functional and the def2-TZVPD basis.

Calculated values
- Orbital gap: 9.184 eV

CARTESIAN COORDINATES (ANGSTROEM)
1 H -1.597 1.362 0.541
2 H -0.057 0.277 0.532
3 H -0.293 1.926 1.039
4 C -0.614 1.267 0.320
5 H -0.333 -1.583 -1.332
6 O 0.593 -1.732 -0.996
7 C 0.742 -1.490 0.336
8 F -0.299 1.776 -1.020
9 H 1.857 -1.803 0.579

Here is a cluster of 2 separate species, C2H5FO in total in a non-equilibrium geometry from OMol25. Energies are from the ωB97M-V functional and the def2-TZVPD basis.

Calculated values
- Spin multiplicity: 3
- Orbital gap (alpha / beta): 7.599 / 12.479 eV
- <S²>: 2.0061

CARTESIAN COORDINATES (ANGSTROEM)
1 H 0.073 -1.556 -1.550
2 H 1.448 1.641 0.930
3 H -0.196 0.240 -1.982
4 H 1.006 -0.537 1.378
5 C -0.503 -0.653 -1.463
6 O 0.531 1.514 1.200
7 C 0.243 0.214 1.364
8 H -0.769 0.011 1.659
9 F -1.833 -0.874 -1.536

Here is a cluster of 2 separate species, C2H5FO2 in total in a non-equilibrium geometry from OMol25. Energies are from the ωB97M-V functional and the def2-TZVPD basis.

Calculated values
- Spin multiplicity: 3
- Orbital gap (alpha / beta): 6.387 / 7.926 eV
- <S²>: 2.0057

CARTESIAN COORDINATES (ANGSTROEM)
1 H -1.737 -0.548 0.583
2 O 1.099 1.350 -0.131
3 H -0.944 0.848 -0.332
4 H -2.052 -0.325 -1.330
5 H 1.699 1.831 0.489
6 H 0.554 -0.545 1.303
7 F 2.013 -0.997 0.116
8 O -0.132 -0.927 -0.571
9 C -1.291 -0.149 -0.433
10 C 0.793 -0.538 0.304

Here is an isolated molecule of C2H5FO2S in a non-equilibrium geometry from OMol25. Energies are from the ωB97M-V functional and the def2-TZVPD basis.

Calculated values
- SMILES: CCS(=O)(=O)F
- Orbital gap: 12.176 eV

CARTESIAN COORDINATES (ANGSTROEM)
1 H 0.118 -1.233 -1.052
2 H -0.444 1.048 1.116
3 H 0.061 -1.265 0.750
4 O -2.453 -0.925 -1.089
5 F -3.326 1.137 -0.413
6 H -0.610 1.539 -0.424
7 O -2.919 -0.537 1.395
8 S -2.445 -0.140 0.089
9 H 1.314 -0.444 -0.257
10 C 0.182 -0.577 -0.142
11 C -0.608 0.605 0.133

Here is a cluster of 2 separate species, C2H5FOS in total in a non-equilibrium geometry from OMol25. Energies are from the ωB97M-V functional and the def2-TZVPD basis.

Calculated values
- Orbital gap (alpha / beta): 5.534 / 5.158 eV

CARTESIAN COORDINATES (ANGSTROEM)
1 H 0.026 -1.493 -0.370
2 C 0.667 0.725 -0.149
3 S 2.971 -1.373 -1.181
4 H 0.124 1.608 0.352
5 O 1.890 0.869 0.174
6 H 0.473 -0.911 1.039
7 H -0.999 -0.345 0.446
8 H 0.586 0.910 -1.310
9 F 2.709 -1.925 -2.668
10 C -0.065 -0.597 0.205

Here is a cluster of 2 separate species, C2H5FS2 in total in a non-equilibrium geometry from OMol25. Energies are from the ωB97M-V functional and the def2-TZVPD basis.

Calculated values
- Orbital gap (alpha / beta): 9.038 / 6.935 eV

CARTESIAN COORDINATES (ANGSTROEM)
1 H 2.994 -0.697 0.439
2 S 0.408 1.867 0.104
3 C -2.466 0.461 -0.278
4 H 1.551 -1.814 0.000
5 H 1.334 -0.436 1.150
6 F -1.942 -0.759 -0.037
7 C 1.911 -0.802 0.318
8 H -2.393 1.018 0.544
9 S 1.451 0.575 -0.935
10 H -2.848 0.589 -1.304

Here is a cluster of 2 separate species, C2H5I in total in a non-equilibrium geometry from OMol25. Energies are from the ωB97M-V functional and the def2-TZVPD basis.

Calculated values
- Orbital gap (alpha / beta): 5.307 / 5.311 eV

CARTESIAN COORDINATES (ANGSTROEM)
1 I -2.326 -1.778 -1.690
2 H 0.940 -1.178 0.604
3 H 1.453 0.968 0.152
4 H -0.903 -0.615 0.979
5 C 0.432 0.717 -0.059
6 H 0.462 0.898 -1.049
7 H -0.152 1.503 0.402
8 C 0.095 -0.515 0.660

Here is a cluster of 2 separate species, C2H5I2N in total from OMol25. Energies are from the ωB97M-V functional and the def2-TZVPD basis.

Calculated values
- Orbital gap (alpha / beta): 7.777 / 4.654 eV

CARTESIAN COORDINATES (ANGSTROEM)
1 H -0.889 -0.702 -1.427
2 H 0.857 -0.758 -1.826
3 C 0.096 -0.279 -1.211
4 H -1.318 -1.124 0.915
5 H 0.096 0.785 -1.455
6 N 0.454 -0.424 0.149
7 I -1.859 3.658 0.958
8 I 2.736 0.534 0.743
9 H 0.110 -0.863 2.079
10 C -0.283 -0.826 1.074

Here is a cluster of 2 separate species, C2H5I3Si in total in a non-equilibrium geometry from OMol25. Energies are from the ωB97M-V functional and the def2-TZVPD basis.

Calculated values
- Spin multiplicity: 3
- Orbital gap (alpha / beta): 7.021 / 7.028 eV
- <S²>: 2.0092

CARTESIAN COORDINATES (ANGSTROEM)
1 C 0.463 -0.696 0.276
2 H 0.491 1.296 -0.618
3 H -0.892 0.353 -0.727
4 I 4.950 0.448 1.036
5 I 2.857 -0.921 4.283
6 H -0.586 0.990 1.021
7 I 1.963 2.748 2.560
8 H 1.271 -0.975 -0.278
9 Si 2.737 0.448 2.127
10 H -0.020 -1.508 0.888
11 C -0.153 0.613 -0.061

Here is a cluster of 2 separate species, C2H5IN in total in a non-equilibrium geometry from OMol25. Energies are from the ωB97M-V functional and the def2-TZVPD basis.

Calculated values
- Charge: +1
- Orbital gap: 7.011 eV

CARTESIAN COORDINATES (ANGSTROEM)
1 H 1.622 0.814 -0.372
2 H -0.900 0.266 1.356
3 I -2.761 -0.061 -2.181
4 N 0.946 -0.831 0.850
5 C 1.436 0.591 0.671
6 H 2.062 1.033 1.596
7 H 1.158 -1.762 0.543
8 C 0.117 0.109 1.007
9 H -3.681 -0.158 -3.471

Here is an isolated molecule of C2H5IN2 in a non-equilibrium geometry from OMol25. Energies are from the ωB97M-V functional and the def2-TZVPD basis.

Calculated values
- SMILES: NN1C[C@H]1I
- Orbital gap: 9.531 eV

CARTESIAN COORDINATES (ANGSTROEM)
1 H -1.159 -0.229 -1.865
2 N 0.060 -0.672 1.318
3 N -0.820 -0.407 0.302
4 H 0.433 0.385 -1.166
5 H 0.305 -1.667 1.371
6 H -0.726 1.787 0.495
7 I -3.318 1.143 -0.150
8 H 0.964 -0.277 1.326
9 C -1.169 0.870 -0.037
10 C -0.524 0.036 -1.014

Here is a cluster of 2 separate species, C2H5IN2O2S in total in a non-equilibrium geometry from OMol25. Energies are from the ωB97M-V functional and the def2-TZVPD basis.

Calculated values
- SMILES: NS(=O)(=O)I.CC#N
- Orbital gap: 9.307 eV

CARTESIAN COORDINATES (ANGSTROEM)
1 C -1.481 -0.529 -0.133
2 H -1.624 -2.603 0.161
3 N -1.338 0.309 -0.867
4 C -1.637 -1.727 0.710
5 S 1.740 1.149 0.203
6 O 3.067 1.655 0.276
7 H 1.048 1.268 -2.125
8 N 1.066 1.781 -1.183
9 H -0.951 -1.541 1.451
10 H 0.054 1.934 -0.848
11 I 1.763 -1.278 -0.091
12 H -2.612 -1.830 1.150
13 O 0.904 1.414 1.297

Here is the ion C2H5IN3 with charge +1 in a non-equilibrium geometry from OMol25. Energies are from the ωB97M-V functional and the def2-TZVPD basis.

Calculated values
- Charge: +1
- Orbital gap: 8.364 eV

CARTESIAN COORDINATES (ANGSTROEM)
1 H -1.713 2.921 0.014
2 H 2.261 -3.234 0.094
3 N 0.200 1.694 -0.005
4 N 1.690 -1.267 -0.269
5 I 1.913 0.827 0.040
6 C 2.405 -2.157 0.190
7 C -1.017 1.160 0.040
8 H -1.100 0.091 0.123
9 N -2.044 1.937 0.030
10 H -2.930 1.327 0.010
11 H 3.212 -1.808 0.924

Here is the ion C2H5INO2 with charge +1 in a non-equilibrium geometry from OMol25. Energies are from the ωB97M-V functional and the def2-TZVPD basis.

Calculated values
- Charge: +1
- SMILES: O=C(I)C[NH2+]O
- Orbital gap: 9.575 eV

CARTESIAN COORDINATES (ANGSTROEM)
1 H -0.232 -1.342 -0.941
2 H -1.642 -0.591 -0.022
3 I -0.326 0.398 3.030
4 O 0.833 0.886 -1.612
5 C -0.506 -0.536 -0.176
6 H 0.317 1.389 0.224
7 C 0.194 -0.794 1.263
8 O 1.081 -1.657 1.430
9 N -0.073 0.862 -0.594
10 H -0.937 1.366 -0.883
11 H 1.290 0.020 -1.720

Here is a structure of composition C2H5INOZn in a non-equilibrium geometry from OMol25. Energies are from the ωB97M-V functional and the def2-TZVPD basis.

Calculated values
- Charge: +1
- Orbital gap: 1.536 eV

CARTESIAN COORDINATES (ANGSTROEM)
1 C 24.066 3.478 6.601
2 H 21.591 2.738 8.735
3 H 21.554 2.647 6.992
4 H 25.139 3.530 6.790
5 H 23.623 4.400 6.224
6 N 22.080 2.716 7.852
7 C 23.352 3.058 7.886
8 H 23.878 2.728 5.833
9 Zn 12.464 2.565 6.867
10 I 16.234 2.383 4.317
11 O 23.883 3.102 8.972

Here is a structure of composition C2H5IO in a non-equilibrium geometry from OMol25. Energies are from the ωB97M-V functional and the def2-TZVPD basis.

Calculated values
- Orbital gap: 10.163 eV

CARTESIAN COORDINATES (ANGSTROEM)
1 O 1.001 0.864 0.635
2 H -1.269 1.086 -0.912
3 H 3.400 -1.428 -0.583
4 C -1.444 0.786 0.146
5 H 2.617 -1.367 -0.595
6 H -2.390 0.068 0.107
7 I -0.227 -1.937 0.191
8 H -1.680 1.712 0.593
9 C -0.008 0.215 0.418

Number 1: E -1018.4569 Eh. Number 2: E -542.8312 Eh. Number 3: E -529.7069 Eh. Number 4: E -288.4544 Eh. Number 5: E -254.1428 Eh. Number 6: E -254.1350 Eh. Number 7: E -329.2955 Eh. Number 8: E -727.6920 Eh. Number 9: E -652.2633 Eh. Number 10: E -975.3252 Eh. Number 11: E -376.7581 Eh. Number 12: E -729.2668 Eh. Number 13: E -1261.7429 Eh. Number 14: E -431.2620 Eh. Number 15: E -486.3031 Eh. Number 16: E -1035.0304 Eh. Number 17: E -540.7606 Eh. Number 18: E -581.7624 Eh. Number 19: E -2285.7946 Eh. Number 20: E -452.0742 Eh.